(1)
20
Properties=species:S:1:pos:R:3:forces:R:3:lowdin_charge:R:1 method="wB97M-V/def2-TZVPD" charge=+1 gap_ev=9.5756 e_above_lowest_ev=3.366 smiles=[NH3+]CCNCCS
N 1.447813 -0.728923 -1.942332 0.2 -0.2 1.1 0.142
C 2.164206 -0.409451 -0.664687 1.2 1.0 -0.7 -0.104
C 1.204566 0.693489 -0.178987 -3.0 -0.2 -1.3 -0.172
N -0.255989 0.204288 -0.271499 -1.0 -2.7 2.7 -0.123
C -0.787518 -0.329106 1.173207 1.2 5.2 -0.7 -0.193
C -2.321211 -0.152312 1.330071 1.3 -5.0 1.8 -0.687
S -3.107798 1.117297 0.538835 -1.8 1.2 -2.3 0.809
H 1.666566 -1.535507 -2.459895 0.4 -1.6 -0.4 0.145
H 1.345867 0.004279 -2.600843 0.5 1.3 -0.7 0.148
H 0.511605 -0.704882 -1.432607 -1.4 -0.7 -0.3 0.103
H 2.231084 -1.352662 -0.049809 -0.4 1.2 -0.6 0.152
H 3.224054 0.017051 -0.781040 -1.6 -0.7 -0.1 0.159
H 1.452123 0.891396 0.787186 0.3 0.7 3.0 0.074
H 1.206541 1.646144 -0.694517 0.8 0.0 -0.6 0.130
H -1.235197 0.492420 -0.617885 2.7 1.3 -0.3 0.070
H -0.478313 0.599913 1.914299 0.4 -2.9 -1.4 0.157
H -0.377717 -1.321240 1.285718 -0.1 0.0 0.8 0.097
H -2.706712 -1.211025 1.064610 -0.4 2.0 -0.1 0.118
H -2.517544 -0.104527 2.417729 0.2 -0.1 -0.4 0.083
H -2.666425 2.183353 1.182438 0.5 0.2 0.5 -0.108

=====

(2)
9
Properties=species:S:1:pos:R:3:forces:R:3:lowdin_charge:R:1 method="wB97M-V/def2-TZVPD" gap_ev=8.9681 e_above_lowest_ev=2.615 smiles="[H]/N=c1/nnnco1"
H 0.249832 -0.453117 -2.857999 0.1 0.5 2.1 0.106
N 0.480084 0.181554 -2.048347 -0.3 0.0 -2.2 0.167
C 0.142582 0.169941 -0.866101 1.8 0.9 0.6 -0.444
N 0.585740 1.398154 -0.064752 -1.1 -0.9 -0.1 0.096
N 0.545146 1.393681 1.192757 1.4 1.2 -3.1 -0.067
N 0.197747 0.306349 1.839780 -4.4 -5.6 0.2 -0.011
C -0.493621 -0.681893 1.180696 0.8 1.0 1.8 -0.072
O -0.460910 -0.893402 -0.202800 -0.9 1.1 2.8 0.036
H -1.246600 -1.421267 1.826766 2.6 1.9 -2.1 0.189

=====

(3)
34
Properties=species:S:1:pos:R:3:forces:R:3:lowdin_charge:R:1 method="wB97M-V/def2-TZVPD" gap_ev=7.9545 smiles="O=[N+]([O-])c1c(Cl)c(O)c(Cl)c([N+](=O)[O-])c1Nc1c([N+](=O)[O-])c(Cl)c(O)c(Cl)c1[N+](=O)[O-]"
O 0.626999 2.769329 2.595915 2.0 -1.3 -1.6 0.086
N 1.637696 2.270808 1.996629 -0.9 1.8 6.1 -0.355
O 2.679523 2.008726 2.576135 -0.8 0.0 -0.8 0.131
C 1.530018 2.063527 0.656716 1.3 0.2 -3.6 -0.183
C 2.363203 2.821321 -0.191930 0.6 1.2 0.5 -0.397
Cl 3.379608 4.152945 0.431790 -1.0 -1.3 -0.3 0.764
C 2.381023 2.654587 -1.565686 0.2 0.5 1.1 -0.378
O 3.157796 3.463154 -2.293913 0.2 0.0 0.4 0.060
C 1.510718 1.716656 -2.066145 -1.8 -1.3 -2.1 -0.406
Cl 1.334565 1.508183 -3.850038 0.6 0.7 1.3 0.767
C 0.601364 0.987832 -1.314394 1.1 1.4 4.3 -0.081
N -0.399794 0.229777 -2.004303 -2.4 -1.6 -2.8 -0.338
O -1.589105 0.651798 -2.202198 3.8 -0.9 1.4 0.090
O 0.069450 -0.780477 -2.562565 -1.2 1.4 1.2 0.059
C 0.712525 1.076218 0.197123 -2.4 -1.4 -2.7 -0.027
N -0.054320 0.305546 1.114160 1.4 2.1 -1.5 0.145
C -0.717578 -0.868222 0.830105 -1.7 1.7 1.9 -0.150
C -2.093487 -0.902376 1.153993 0.4 -2.8 -2.2 -0.106
N -2.778555 0.180452 1.753461 -0.9 2.0 -2.2 -0.394
O -2.759769 0.186233 2.943231 -0.2 0.5 1.5 0.156
O -3.343901 0.970459 0.980859 0.8 -1.0 1.4 0.116
C -2.850786 -2.032537 0.804435 0.8 0.7 0.1 -0.461
Cl -4.566918 -2.096957 1.108399 1.0 -0.2 -0.2 0.795
C -2.140976 -3.088529 0.209230 0.5 -2.2 0.7 -0.306
O -2.755579 -4.334826 0.041290 -0.6 2.2 -1.0 -0.030
C -0.731731 -3.112616 0.037623 -1.5 -1.0 0.7 -0.401
Cl -0.070640 -4.728389 -0.347959 -0.2 2.0 0.3 0.770
C -0.046942 -1.964296 0.442407 0.5 -2.6 -1.8 -0.109
N 1.379348 -1.960339 0.188097 3.4 0.3 -0.7 -0.315
O 2.215536 -1.469495 0.954018 -1.9 -0.1 0.3 0.096
O 1.748720 -2.467103 -0.859866 -1.0 0.0 0.3 0.067
H 3.001254 3.282629 -3.212398 -0.1 -0.1 -1.0 0.073
H 0.020519 0.599215 2.064887 -0.2 0.1 0.5 0.141
H -3.449785 -4.093235 -0.609110 0.0 -0.9 0.5 0.121

=====

(4)
11
Properties=species:S:1:pos:R:3:forces:R:3:lowdin_charge:R:1 method="wB97M-V/def2-TZVPD" charge=-1 gap_ev="8.0440 / 8.0432" e_above_lowest_ev=0.000
C 1.539925 1.676284 0.726897 0.2 -0.9 0.4 -0.257
C 0.343235 1.725479 0.384182 1.2 0.6 0.8 -0.926
C -2.854473 -1.496303 -0.290731 -1.0 0.4 -0.8 -0.803
C 2.041801 -0.172240 -0.119660 1.8 -0.3 -1.1 -0.730
N 2.313923 0.546768 0.892396 -0.7 0.0 -0.9 -0.045
O -2.406291 -2.473122 -0.702609 1.6 -2.4 -0.5 0.083
O -3.730339 -0.749886 -0.154411 -1.2 1.7 0.9 0.078
Cl -0.777132 2.813370 0.127521 -2.8 2.0 -0.7 0.687
Cl 2.916591 -1.684792 -0.200316 -0.2 -0.4 -0.3 0.538
Cl -0.979691 -0.348667 0.459195 0.8 0.3 0.3 0.265
H 1.592453 0.163111 -1.122466 0.3 -0.8 1.9 0.110

=====

(5)
76
Properties=species:S:1:pos:R:3:forces:R:3:lowdin_charge:R:1 method="wB97M-V/def2-TZVPD" charge=+1 s2=8.8101 gap_ev="6.1197 / 6.2494" spin_multiplicity=6
Co -0.088210 0.408718 0.094882 0.1 0.0 -0.9 0.333
O 0.303547 0.663107 2.145611 -0.1 0.6 0.1 0.080
C -0.410584 -0.298451 2.072001 0.2 -1.1 0.6 -0.241
C -1.225593 -1.346400 2.472824 0.0 0.6 -0.1 -0.233
C -1.324944 -1.733685 3.833560 -0.2 -0.3 0.1 -0.005
C -2.045607 -2.870690 4.124332 0.1 0.1 0.0 -0.057
C -2.676086 -3.623759 3.126043 0.0 0.0 0.0 -0.055
C -2.597036 -3.222988 1.798065 -0.1 0.0 0.0 -0.052
C -1.897588 -2.079361 1.464003 0.0 -0.2 -0.1 -0.316
P -1.638156 -1.393352 -0.170038 0.0 0.2 0.1 1.094
C -1.337780 -2.762321 -1.293568 -0.1 -0.2 0.0 -0.355
C -0.047498 -3.278411 -1.358676 -0.1 -0.1 -0.1 -0.090
C 0.211274 -4.420461 -2.097509 -0.1 0.0 -0.1 -0.052
C -0.821783 -5.049135 -2.778070 0.1 0.0 0.0 -0.055
C -2.111890 -4.543388 -2.711928 0.0 0.0 0.0 -0.059
C -2.375737 -3.406020 -1.966976 -0.1 0.1 0.0 -0.082
C -3.172620 -0.586042 -0.671189 -0.1 0.0 0.1 -0.360
C -4.063714 -0.142718 0.304677 0.0 0.0 -0.1 -0.072
C -5.185964 0.584508 -0.061228 0.0 0.0 0.0 -0.059
C -5.421773 0.871421 -1.397513 0.0 0.0 0.0 -0.060
C -4.535437 0.433510 -2.371632 0.0 0.0 0.0 -0.063
C -3.410921 -0.290474 -2.012525 0.0 0.0 0.0 -0.108
H -0.838325 -1.164701 4.610642 0.0 0.0 0.0 0.124
H -2.121838 -3.185912 5.155752 0.0 0.0 0.0 0.115
H -3.226347 -4.514264 3.391680 0.0 0.0 0.0 0.110
H -3.086697 -3.803170 1.026578 0.0 0.0 0.0 0.118
H 0.759078 -2.806305 -0.827171 0.2 0.1 0.1 0.067
H 1.218477 -4.811756 -2.138357 0.0 0.0 0.0 0.107
H -0.624152 -5.939421 -3.359126 0.0 0.0 0.0 0.113
H -2.915883 -5.037740 -3.238528 0.0 0.0 0.0 0.112
H -3.385258 -3.018899 -1.919742 0.0 0.0 0.0 0.108
H -3.893611 -0.373477 1.347843 0.0 0.0 0.0 0.109
H -5.879864 0.921211 0.696130 0.0 0.0 0.0 0.113
H -6.300503 1.433359 -1.682250 0.0 0.0 0.0 0.112
H -4.723950 0.655826 -3.412753 0.0 0.0 0.0 0.112
H -2.726823 -0.629449 -2.780432 0.1 0.0 0.0 0.108
Cl 0.302365 3.253675 -0.655215 0.0 0.0 0.1 0.554
C -0.988851 2.052229 -0.485712 -0.1 0.1 0.2 -0.659
H -1.499918 1.878513 -1.433141 0.0 0.2 0.0 0.009
H -1.664130 2.376782 0.304006 -0.2 0.0 -0.1 0.024
C 0.900534 -0.973588 -4.028375 -0.1 0.0 -0.2 -0.234
Ge 2.097436 0.422800 -3.416500 -0.4 -0.2 0.9 0.754
C 1.338478 2.173766 -3.706588 0.0 0.1 -0.3 -0.259
C 3.896868 0.249415 -4.104081 0.1 0.0 -0.2 -0.217
Ge 2.259679 0.060633 -0.820118 0.6 0.1 -0.8 0.939
C 2.936609 -1.730031 -0.436650 -0.1 -0.2 0.5 -0.388
C 3.597248 -2.537479 -1.358185 0.0 0.1 -0.2 -0.113
C 3.998422 -3.823879 -1.026224 0.0 -0.1 0.1 -0.081
C 3.750229 -4.329885 0.241724 0.0 0.0 0.0 -0.075
C 3.100500 -3.540281 1.178601 0.0 0.0 0.0 -0.072
C 2.698370 -2.257576 0.836558 0.0 0.0 0.1 -0.149
C 3.684617 1.240496 -0.250977 0.1 0.2 0.5 -0.363
C 4.155813 1.081068 1.059722 0.0 -0.1 -0.1 -0.113
C 5.111575 1.929221 1.592636 0.0 0.0 0.0 -0.073
C 5.633217 2.953922 0.817708 0.0 0.0 0.0 -0.072
C 5.185927 3.129630 -0.482546 0.0 0.0 0.0 -0.074
C 4.215546 2.288055 -1.003424 -0.2 0.1 -0.1 -0.129
H 0.431739 -0.621219 -4.949120 0.0 -0.1 -0.1 0.030
H 0.116793 -1.180347 -3.300572 0.0 0.0 0.0 -0.007
H 1.432833 -1.898636 -4.237339 0.0 -0.1 0.0 0.026
H 1.493929 2.413159 -4.761600 -0.1 0.1 0.0 0.035
H 1.805260 2.945062 -3.103395 0.1 0.0 0.0 -0.008
H 0.271480 2.175377 -3.498747 -0.1 0.0 0.0 0.010
H 3.796227 0.391926 -5.183181 0.1 0.0 0.0 0.036
H 4.333623 -0.728693 -3.923685 0.0 0.0 0.0 0.014
H 4.561467 1.013639 -3.712998 0.0 0.0 0.0 0.020
H 3.809490 -2.178256 -2.360734 0.0 0.0 0.1 0.079
H 4.512072 -4.433300 -1.757947 0.0 0.0 0.0 0.109
H 4.067285 -5.330966 0.499132 0.0 0.0 0.0 0.108
H 2.905385 -3.924860 2.170357 0.0 0.0 0.0 0.108
H 2.173734 -1.670816 1.585823 0.0 0.0 0.0 0.086
H 3.782393 0.274498 1.680772 0.0 0.0 0.0 0.090
H 5.459499 1.787603 2.606876 0.0 0.0 0.0 0.108
H 6.386358 3.614140 1.225687 0.0 0.0 0.0 0.109
H 5.590784 3.928500 -1.088606 0.0 0.0 0.0 0.108
H 3.876106 2.471491 -2.014250 -0.1 0.0 -0.1 0.068

=====

(6)
11
Properties=species:S:1:pos:R:3:forces:R:3:lowdin_charge:R:1 method="wB97M-V/def2-TZVPD" gap_ev=8.7349 e_above_lowest_ev=3.704 smiles="[H]/N=N/C=C=CN"
H 0.673839 2.605993 -0.039822 0.0 0.1 0.1 0.056
N 0.532865 1.604697 0.117349 0.7 0.1 0.0 0.041
N 1.669615 1.102412 0.153211 -0.5 0.2 0.0 -0.065
C 1.680281 -0.335982 0.238640 -0.1 -0.1 0.2 -0.199
C 0.568220 -1.022821 0.035651 0.0 0.3 0.0 -0.056
C -0.644106 -0.670807 -0.423246 0.0 -0.5 -0.2 -0.250
N -1.862347 -0.764088 0.166114 0.2 0.0 -0.1 0.082
H 2.675398 -0.725462 0.424427 -0.2 -0.1 -0.1 0.072
H -0.674177 -0.441519 -1.489013 -0.1 0.0 0.0 0.125
H -1.945265 -0.886255 1.161038 0.0 0.1 -0.1 0.102
H -2.674326 -0.466170 -0.344345 0.1 0.0 0.1 0.093